ORCA calculation (wB97M-V/def2-TZVPD) on a 2-piece molecular cluster, CH3NO3 overall at a distorted geometry.

Each line ends with the Löwdin charge.
Cartesian coordinates (Å):
C 1.653 0.150 -0.036  -0.114
N -1.223 0.296 -0.164  -0.161
O -1.238 1.290 0.498  0.027
O -2.175 -0.612 0.174  0.006
O 0.851 -0.682 0.275  -0.012
H 2.396 0.521 0.569  0.055
H 1.821 0.509 -1.008  0.069
H -2.084 -1.473 -0.308  0.130

- Relative energy (zero: lowest compared OMol25 entry of this formula, charge and spin): 70.43 kcal per mole
- HOMO: -9.8 eV
- HOMO-LUMO gap: 10.16 eV
- Molecular weight: 77.04 g/mol
- SMILES: O=NO.C=O


ORCA calculation (wB97M-V/def2-TZVPD) on CH3NO3 as an isolated structure at a distorted geometry.

Each line ends with the Löwdin charge.
Cartesian coordinates (Å):
C -0.143 -0.174 -0.290  -0.091
N -1.944 0.036 0.037  -0.366
O -2.692 -0.851 -0.209  0.069
O -2.159 1.207 0.218  0.046
O 0.464 1.046 -0.213  0.022
H 0.075 -1.126 0.300  0.136
H -0.179 -0.493 -1.317  0.101
H 0.264 1.252 0.681  0.082

- Relative energy (zero: lowest compared OMol25 entry of this formula, charge and spin): 65.30 kcal per mole
- HOMO: -10.2 eV
- HOMO-LUMO gap: 10.76 eV
- Molecular weight: 77.04 g/mol


ORCA calculation (wB97M-V/def2-TZVPD) on a 2-piece molecular cluster, CH3NO3S overall at a distorted geometry.

Each line ends with the Löwdin charge.
Cartesian coordinates (Å):
C -0.929 -1.807 0.438  -0.386
N -1.423 -2.573 -0.365  0.106
O 2.108 3.630 -1.338  -0.433
O 2.531 2.955 0.925  -0.447
O -1.062 -0.451 0.604  0.015
S 2.747 2.691 -0.501  0.879
H -0.285 -2.243 1.230  0.127
H -2.087 -2.337 -1.080  0.051
H -1.600 0.134 0.087  0.088

- Relative energy (zero: lowest compared OMol25 entry of this formula, charge and spin): 28.97 kcal per mole
- HOMO: -10.3 eV
- HOMO-LUMO gap: 8.95 eV
- Molecular weight: 109.11 g/mol


ORCA calculation (wB97M-V/def2-TZVPD) on one molecule with the formula CH3NO3S at a distorted geometry.

Each line ends with the Löwdin charge.
Cartesian coordinates (Å):
C -0.180 0.226 -0.113  -0.547
N 1.000 -0.502 0.033  -0.014
O -0.349 1.365 -0.109  0.118
O 2.221 0.080 -0.056  0.009
O -1.308 -0.728 0.097  -0.552
S -2.768 -0.024 0.362  0.786
H 0.910 -1.499 0.134  0.151
H 2.656 -0.146 -0.914  0.134
H -2.183 1.228 0.568  -0.084

- Relative energy (zero: lowest compared OMol25 entry of this formula, charge and spin): 59.86 kcal per mole
- HOMO: -8.7 eV
- HOMO-LUMO gap: 9.13 eV
- Molecular weight: 109.11 g/mol
- SMILES: O=C(NO)OS


ORCA calculation (wB97M-V/def2-TZVPD) on a 2-piece molecular cluster, CH3NO3S overall at a distorted geometry.

Each line ends with the Löwdin charge.
Cartesian coordinates (Å):
C 0.797 -0.621 -0.110  -0.688
N -3.279 0.221 -0.364  -0.086
O -2.570 -0.122 0.770  0.016
O -4.327 0.766 -0.157  0.021
O -0.294 -0.493 -0.667  -0.103
S 1.815 0.724 0.148  0.847
H 1.167 -1.567 0.303  0.083
H -1.866 -0.639 0.523  -0.004
H 0.873 1.576 -0.293  -0.084

- Relative energy (zero: lowest compared OMol25 entry of this formula, charge and spin): 74.33 kcal per mole
- HOMO: -10.1 eV
- HOMO-LUMO gap: 10.32 eV
- Molecular weight: 109.11 g/mol
- SMILES: O=CS.O=NO


ORCA calculation (wB97M-V/def2-TZVPD) on a 2-piece molecular cluster, CH3NO3S overall at a distorted geometry.

Each line ends with the Löwdin charge.
Cartesian coordinates (Å):
C -0.848 -0.322 0.011  -0.086
N 3.949 0.333 -0.018  -0.840
O 2.792 1.061 -0.140  -0.009
O 4.951 0.989 0.052  0.011
O 0.310 -0.230 -0.277  -0.015
S 3.824 -1.258 0.030  0.720
H -1.412 -1.260 -0.127  0.091
H -1.423 0.507 0.444  0.090
H 1.997 0.486 -0.214  0.038

- Relative energy (zero: lowest compared OMol25 entry of this formula, charge and spin): 97.94 kcal per mole
- HOMO (spin up / spin down): -9.3 / -9.3 eV
- HOMO-LUMO gap (spin up / spin down): 8.93 / 8.92 eV
- Molecular weight: 109.11 g/mol
- SMILES: [O-][N+](O)=S.C=O


ORCA calculation (wB97M-V/def2-TZVPD) on a 2-piece molecular cluster, CH3NO4 overall at a distorted geometry.

Each line ends with the Löwdin charge.
Cartesian coordinates (Å):
C -0.195 -0.117 1.116  -0.058
N -0.432 -0.823 -0.116  -0.079
O 1.398 -0.451 -1.209  -0.018
O -1.089 -0.394 -1.020  0.023
O 0.971 0.779 -1.261  -0.152
O -0.181 0.930 -1.852  -0.006
H -1.013 -0.425 1.772  0.102
H 0.742 -0.472 1.539  0.095
H -0.202 0.972 1.032  0.093

- Relative energy (zero: lowest compared OMol25 entry of this formula, charge and spin): 203.72 kcal per mole
- HOMO (spin up / spin down): -10.0 / -9.6 eV
- HOMO-LUMO gap (spin up / spin down): 8.62 / 7.93 eV
- Molecular weight: 93.04 g/mol


ORCA calculation (wB97M-V/def2-TZVPD) on one molecule with the formula CH3NOP2 at a distorted geometry.

Each line ends with the Löwdin charge.
Cartesian coordinates (Å):
C -2.069 -0.729 0.227  -0.103
N 1.300 0.736 0.091  -0.719
O -1.198 -0.404 -0.641  -0.492
P -0.171 1.037 -0.603  0.774
P 2.244 -0.480 -0.085  0.723
H -2.707 -1.635 -0.081  0.011
H -0.912 1.534 0.473  -0.063
H 3.514 -0.059 0.619  -0.130

- Relative energy (zero: lowest compared OMol25 entry of this formula, charge and spin): 52.30 kcal per mole
- HOMO: -8.0 eV
- HOMO-LUMO gap: 6.70 eV
- Molecular weight: 106.99 g/mol